No. 1
Formula: C31H26AsBrN3OsS3
Source: the OMol25 dataset
Level of theory: ωB97M-V/def2-TZVPD

Computed properties:
ΔE to the lowest compared entry with this formula, charge and spin   0.484 eV
HOMO level (spin up / spin down)   -17.01 / -17.01 eV
Frontier orbital gap (spin up / spin down)   5.597 / 5.685 eV
Total energy   -202869.24708 eV
Net charge   +3

The geometry in XYZ format:
```
66
Properties=species:S:1:pos:R:3:lowdin_charge:R:1
Os -0.069 0.481 -1.556 0.985
C 2.982 -1.251 -3.104 -0.050
C 3.068 0.013 -2.317 -0.573
N 2.067 0.761 -1.861 -0.086
C 2.545 1.937 -1.293 -0.331
C 3.892 2.036 -1.241 -0.268
S 4.596 0.676 -1.989 1.220
C 1.545 2.951 -1.012 -0.342
C 1.726 4.271 -0.776 -0.273
S 0.218 5.049 -0.666 1.218
C -0.605 3.593 -0.956 -0.604
N 0.213 2.557 -1.111 -0.129
C -2.093 3.609 -1.019 -0.064
H 2.052 -1.307 -3.662 0.070
H 3.078 -2.129 -2.463 0.098
H 3.803 -1.284 -3.819 0.103
H 4.491 2.849 -0.864 0.107
H 2.653 4.813 -0.687 0.109
H -2.445 4.633 -1.132 0.098
H -2.529 3.208 -0.103 0.089
H -2.460 3.046 -1.877 0.067
S -2.206 0.402 -1.623 0.854
C -2.985 0.517 -0.089 -0.634
C -4.377 0.660 -0.029 -0.048
C -4.969 0.830 1.212 -0.006
C -4.186 0.852 2.361 0.016
C -2.798 0.681 2.302 -0.032
C -2.201 0.497 1.075 -0.376
As -0.321 0.103 0.824 1.293
C -0.139 -1.763 1.229 -0.405
C 1.131 -2.272 1.512 -0.143
C 1.287 -3.631 1.740 -0.042
C 0.182 -4.475 1.684 -0.028
C -1.076 -3.966 1.392 -0.034
C -1.241 -2.607 1.159 -0.081
C 0.561 1.083 2.227 -0.344
C 0.695 2.468 2.155 -0.100
C 1.182 3.171 3.245 -0.037
C 1.510 2.499 4.415 -0.026
C 1.334 1.127 4.502 -0.032
C 0.851 0.410 3.415 -0.088
H -4.970 0.658 -0.935 0.129
H -6.041 0.952 1.287 0.135
H -4.660 0.987 3.325 0.136
H -2.213 0.677 3.215 0.127
H 1.995 -1.620 1.561 0.118
H 2.263 -4.030 1.980 0.126
H 0.302 -5.532 1.882 0.127
H -1.934 -4.624 1.361 0.126
H -2.232 -2.222 0.945 0.110
H 0.394 3.006 1.275 0.055
H 1.287 4.247 3.193 0.122
H 1.881 3.050 5.269 0.128
H 1.565 0.607 5.422 0.127
H 0.694 -0.653 3.513 0.102
Br 0.067 -5.604 -4.492 0.939
C 0.068 -3.956 -3.644 -0.662
C -0.442 -2.825 -4.285 -0.055
C -0.441 -1.628 -3.614 -0.142
N 0.037 -1.486 -2.357 -0.172
C 0.551 -2.574 -1.758 -0.132
C 0.582 -3.813 -2.359 -0.057
H -0.839 -2.881 -5.289 0.131
H -0.833 -0.740 -4.099 0.119
H 0.958 -2.440 -0.767 0.087
H 1.003 -4.655 -1.828 0.127
```


No. 2
Formula: C31H26BrIN2O7STc
Source: the OMol25 dataset
Level of theory: ωB97M-V/def2-TZVPD

Computed properties:
ΔE to the lowest compared entry with this formula, charge and spin   0.847 eV
HOMO level (spin up / spin down)   -7.97 / -8.32 eV
Frontier orbital gap (spin up / spin down)   6.887 / 7.051 eV
Total energy   -141060.39135 eV
Spin multiplicity   4
Expectation value of S²   3.773

The geometry in XYZ format:
```
70
Properties=species:S:1:pos:R:3:lowdin_charge:R:1
Tc -1.084 0.294 0.488 1.372
C 0.834 -0.814 -3.416 -0.003
C 1.477 -1.350 -2.178 -0.274
N 2.311 -2.360 -2.270 0.136
C 2.850 -2.871 -1.149 -0.083
C 2.616 -2.374 0.109 -0.138
C 3.318 -2.968 1.295 -0.209
O 2.347 -3.310 2.273 -0.040
C 1.715 -1.294 0.237 -0.064
C 1.554 -0.642 1.520 -0.034
N 0.699 0.276 1.809 -0.001
C 0.879 0.952 3.043 -0.296
C 2.163 1.108 3.566 -0.036
C 2.374 1.706 4.794 -0.068
C 1.298 2.190 5.521 -0.070
C 0.018 2.084 5.000 -0.153
C -0.191 1.478 3.770 -0.596
I -2.151 1.469 3.046 1.151
C 1.112 -0.802 -0.923 -0.282
O 0.234 0.192 -0.924 -0.226
H 1.241 -1.326 -4.284 0.084
H 0.998 0.261 -3.511 0.088
H -0.248 -0.958 -3.371 0.069
H 3.507 -3.723 -1.283 0.113
H 4.043 -2.251 1.706 0.126
H 3.882 -3.845 0.964 0.120
H 2.774 -3.782 2.996 0.097
H 2.266 -0.940 2.286 0.122
H 3.016 0.795 2.979 0.116
H 3.384 1.820 5.165 0.108
H 1.449 2.665 6.481 0.110
H -0.825 2.479 5.549 0.092
O -1.791 -3.514 1.799 0.098
C -2.118 -2.513 1.207 -0.556
O -1.452 -1.380 1.378 -0.295
C -3.385 -2.483 0.393 -0.160
C -4.104 -3.681 0.376 -0.020
C -5.301 -3.803 -0.301 -0.076
C -5.813 -2.700 -0.976 -0.086
C -5.112 -1.512 -0.980 -0.141
C -3.886 -1.385 -0.312 -0.569
S -3.157 0.209 -0.506 0.691
H -3.686 -4.513 0.924 0.119
H -5.838 -4.742 -0.293 0.102
H -6.756 -2.767 -1.504 0.105
H -5.499 -0.656 -1.518 0.097
Br 4.983 3.799 2.623 0.734
C 3.272 3.649 1.818 -0.703
C 2.191 4.282 2.406 -0.123
C 0.940 4.148 1.826 -0.017
C 0.770 3.387 0.675 -0.145
C 1.868 2.763 0.098 -0.020
C 3.127 2.892 0.667 -0.119
C -0.597 3.358 0.043 -0.579
O -1.085 4.377 -0.380 0.114
O -1.212 2.199 -0.011 -0.337
H 2.324 4.868 3.305 0.106
H 0.088 4.662 2.254 0.130
H 1.741 2.171 -0.801 0.117
H 3.986 2.417 0.214 0.104
C -2.433 -2.747 -3.100 -0.008
C -1.467 -3.307 -2.093 -0.467
C -1.168 -4.782 -2.161 0.002
O -0.925 -2.606 -1.268 0.052
H -2.140 -3.038 -4.110 0.094
H -2.486 -1.663 -3.011 0.072
H -3.421 -3.176 -2.913 0.086
H -2.019 -5.353 -2.532 0.082
H -0.862 -5.134 -1.178 0.090
H -0.336 -4.927 -2.856 0.093
```


No. 3
Formula: C31H26F4NO5OsS2
Source: the OMol25 dataset
Level of theory: ωB97M-V/def2-TZVPD

Computed properties:
ΔE to the lowest compared entry with this formula, charge and spin   0.000 eV
HOMO level   -4.41 eV
Frontier orbital gap   6.488 eV
Total energy   -79310.65270 eV
Net charge   -1

The geometry in XYZ format:
```
70
Properties=species:S:1:pos:R:3:lowdin_charge:R:1
Os -0.993 1.099 1.391 1.158
S -1.653 1.452 3.502 0.717
C -0.840 2.914 3.999 -0.656
C -1.240 3.618 5.138 -0.125
C -0.516 4.709 5.577 -0.115
C 0.625 5.112 4.881 -0.115
C 1.029 4.424 3.755 -0.127
C 0.306 3.317 3.302 -0.665
S 0.840 2.384 1.934 0.717
H -2.131 3.300 5.665 0.096
H -0.838 5.254 6.456 0.089
H 1.194 5.969 5.221 0.090
H 1.907 4.739 3.202 0.095
C 5.350 -3.133 0.496 -0.049
C 5.325 -1.840 -0.302 -0.309
C 5.843 -2.063 -1.718 -0.152
C 5.920 -0.743 -2.464 -0.138
C 4.600 -0.025 -2.399 -0.140
C 4.257 0.903 -3.358 0.040
C 3.034 1.559 -3.296 -0.258
F 2.755 2.462 -4.260 0.057
C 2.129 1.310 -2.306 0.087
C 2.453 0.362 -1.328 -0.029
C 1.471 0.099 -0.263 -0.307
O 0.410 0.748 -0.285 -0.159
C 1.837 -0.896 0.690 -0.023
C 3.054 -1.491 0.576 0.030
N 3.978 -1.240 -0.374 0.025
C 3.685 -0.303 -1.364 -0.071
C 0.936 -1.422 1.806 -0.611
O 1.360 -2.399 2.428 0.009
O -0.171 -0.839 1.990 -0.167
H 6.343 -3.572 0.396 0.082
H 4.617 -3.844 0.112 0.099
H 5.165 -2.984 1.558 0.083
H 5.983 -1.111 0.187 0.158
H 5.171 -2.756 -2.234 0.134
H 6.826 -2.533 -1.664 0.117
H 6.205 -0.895 -3.506 0.118
H 6.699 -0.121 -2.010 0.126
H 4.935 1.127 -4.172 0.127
H 1.176 1.819 -2.249 0.143
H 3.278 -2.244 1.317 0.122
F -3.279 2.751 0.664 0.003
C -1.907 2.869 0.787 -0.692
F -1.496 3.274 -0.458 0.014
F -1.768 3.988 1.551 0.016
C -6.602 -3.233 -3.023 -0.062
C -5.629 -2.446 -2.186 -0.274
C -4.260 -2.612 -2.342 -0.014
C -3.348 -1.869 -1.599 -0.190
C -1.864 -2.063 -1.776 -0.022
C -3.839 -0.951 -0.672 -0.051
C -5.209 -0.773 -0.479 -0.191
C -5.720 0.205 0.544 -0.022
C -6.086 -1.524 -1.251 -0.014
C -2.868 -0.175 0.150 -0.592
O -2.784 -0.308 1.388 -0.058
O -2.063 0.628 -0.414 -0.095
H -6.123 -4.107 -3.466 0.069
H -6.999 -2.624 -3.838 0.078
H -7.450 -3.575 -2.426 0.073
H -3.889 -3.339 -3.057 0.110
H -1.663 -2.925 -2.411 0.074
H -1.372 -2.217 -0.813 0.092
H -1.410 -1.178 -2.223 0.087
H -5.493 -0.143 1.552 0.091
H -6.798 0.333 0.448 0.074
H -5.238 1.178 0.435 0.081
H -7.155 -1.387 -1.115 0.113
```